DFT (ωB97M-V/def2-TZVPD) results for a single C22H21N7 molecule in a non-equilibrium geometry.

```
! RIJCOSX wB97M-V def2-TZVPD def2/J DEFGRID3
* xyz 0 1
C 3.238 2.655 -0.893
H 1.209 5.075 -2.076
C 4.053 4.880 -0.259
N -4.089 -2.237 -0.694
H -0.762 -1.756 2.693
H -0.500 0.482 0.575
H -5.534 -0.038 1.033
C -0.423 -2.327 -0.570
H -0.626 -4.268 0.362
C 3.390 1.245 -0.951
C -1.104 -0.053 1.304
C 2.980 5.419 -0.929
H 0.559 0.636 -2.792
C 4.159 3.465 -0.210
H 1.787 -1.695 2.635
C 2.149 3.244 -1.549
H 4.819 5.514 0.132
C -2.087 -0.890 0.551
C -4.285 -1.304 0.217
C 1.684 -1.824 -1.229
N 2.194 -2.971 -0.870
H 0.580 1.059 3.187
C 1.341 -3.873 -0.337
N 2.595 -0.891 -1.634
C 1.229 -0.841 2.255
C -2.815 -2.598 -0.910
C -1.790 -1.903 -0.312
C 2.413 0.508 -1.624
H 0.581 -0.416 4.341
H -1.609 0.703 1.894
N -3.352 -0.593 0.840
C 0.534 -0.048 3.310
C 2.025 4.650 -1.551
C 1.298 1.192 -2.226
H 1.671 -0.311 1.403
N 0.378 -1.495 -1.180
H 4.257 0.782 -0.538
C 0.023 -3.569 -0.125
H -7.357 -1.996 0.886
H 3.522 -1.235 -1.489
H 2.900 6.516 -1.003
H 1.739 -4.878 -0.095
N -5.529 -0.968 0.609
H -7.416 -0.683 -0.284
C -6.802 -1.517 0.080
C -0.275 -0.843 2.327
H -2.578 -3.322 -1.673
H 5.026 3.016 0.296
H -6.608 -2.229 -0.737
N 1.208 2.531 -2.191
*
```

The calculation puts the max |F| at 3.2 eV/Å. The energy is -33585.464 eV. The value obtained for the molar mass is 383.5 g/mol. The SMILES is CNc1ncc(-c2ccnc(Nc3cnc4ccccc4c3)n2)c(CC2CC2)n1.

---

DFT (ωB97M-V/def2-TZVPD) results for a molecular structure, C22H21N7S2Ta.

```
! RIJCOSX wB97M-V def2-TZVPD def2/J DEFGRID3
* xyz 3 1
H -2.801 3.775 0.521
C -3.894 2.997 -2.604
C -3.672 -0.496 0.331
H -0.310 -4.515 2.141
C 1.321 -1.829 3.418
H 4.173 -3.379 -1.077
C 0.899 5.241 1.444
C 0.058 3.144 0.722
C -3.875 3.565 -1.325
C -1.723 2.609 -0.948
C 0.846 -0.911 2.504
H 2.206 5.236 3.153
H 3.006 -3.851 -3.184
H -4.714 4.161 -0.992
C 1.566 3.263 2.656
N 2.420 -2.258 -1.016
H 2.872 -4.110 -0.133
C 1.251 -2.059 -1.590
H 2.949 -1.439 -0.756
H 1.971 -1.499 4.217
H 0.965 6.315 1.328
C -2.802 3.367 -0.482
H 1.238 -3.893 4.002
H 3.052 -5.346 -2.262
C 2.640 -4.338 -2.280
C 1.124 -4.409 -2.301
C 1.615 4.626 2.485
H -2.823 1.851 -4.065
S -5.137 -0.899 0.402
N 0.036 -1.246 1.472
C 0.906 -3.148 3.290
H 0.735 -5.037 -1.499
H -4.746 3.169 -3.249
H 0.752 -4.794 -3.247
C 0.047 -3.500 2.251
C 3.104 -3.573 -1.054
H -1.034 -2.764 0.541
C -1.715 2.069 -2.235
H 2.105 2.768 3.453
N 1.179 0.441 2.634
H -0.288 -2.806 -2.608
H -0.808 1.629 -2.631
N 0.591 1.155 1.785
N -0.638 2.246 -0.096
Ta -0.663 0.305 0.144
C -0.363 -2.532 1.360
N -2.482 -0.169 0.280
H -0.416 5.008 -0.248
N 0.575 -3.042 -2.141
S 0.637 -0.399 -1.770
C 0.116 4.517 0.556
C -2.825 2.251 -3.060
C 0.776 2.528 1.763
*
```

The calculation puts the max |F| at 0.7 eV/Å. The energy is -56784.161 eV. The value obtained for the molar mass is 628.5 g/mol.

---

DFT (ωB97M-V/def2-TZVPD) results for 2 unconnected molecules or ions with the total composition C22H21O5 in a non-equilibrium geometry.

```
! RIJCOSX wB97M-V def2-TZVPD def2/J DEFGRID3
* xyz -1 1
C -0.001 -0.889 -1.660
H -0.749 -3.849 -3.196
C 2.202 0.143 1.386
C -2.315 -1.521 -1.229
C -2.433 -1.202 2.365
C 2.418 -0.304 -1.595
H 0.874 0.978 -0.960
H 3.658 -1.464 1.195
H 3.537 -0.842 -4.031
H 4.882 -2.027 -4.175
C -2.868 0.135 2.448
C 0.159 -2.050 -2.454
C -0.213 -0.440 1.702
C 5.007 -0.794 -2.423
C -0.889 -2.961 -2.571
O 2.390 -2.600 -0.914
H -3.273 -1.294 -0.752
H 1.257 -1.759 0.828
C 1.061 -0.725 1.129
O 2.129 1.369 1.248
H 6.775 -2.023 -2.454
H 1.105 -2.215 -2.968
C -1.967 1.187 2.220
H -0.738 -2.516 2.006
C -2.116 -2.715 -1.935
C -1.292 -0.585 -1.179
H 6.719 -0.843 -1.120
C 3.337 0.832 -1.824
O 2.966 1.982 -1.858
C -1.118 -1.487 2.023
C 4.612 -1.004 -3.877
C 2.998 -1.638 -1.357
C -0.649 0.906 1.881
H -2.280 2.226 2.337
H 7.071 -0.294 -2.779
C 3.501 -0.537 1.758
C 6.499 -1.003 -2.179
H 0.091 1.694 1.755
H -2.927 -3.442 -2.002
O 4.678 0.527 -1.959
H 5.183 -0.299 -4.496
H 3.443 -0.768 2.830
H -1.435 0.397 -0.716
H -3.121 -2.023 2.599
O 4.350 -1.763 -1.566
H -3.908 0.351 2.701
H 4.320 0.160 1.564
C 1.107 -0.047 -1.253
*
```

The calculation puts the max |F| at 2.8 eV/Å. The energy is -33393.182 eV. The value obtained for the molar mass is 365.4 g/mol.

---

DFT (ωB97M-V/def2-TZVPD) results for a molecular structure, C22H22BrCl4IrN4O4S.

```
! RIJCOSX wB97M-V def2-TZVPD def2/J DEFGRID3
* xyz 1 2
C -4.353 2.167 -2.147
H 1.878 1.048 1.680
N -2.098 -0.624 0.348
C -2.664 2.516 -0.444
Cl 4.890 -1.053 -0.315
C 3.174 1.539 -2.813
S 0.121 -0.982 -1.951
C 0.204 0.091 3.557
Ir -0.013 -0.489 0.322
C 3.677 -2.272 -0.199
C 1.660 -4.190 0.025
N -0.418 -0.817 2.574
N 0.907 1.342 1.652
H -5.729 3.455 0.666
H -0.353 0.089 4.496
H 0.029 -1.725 2.631
H -2.486 0.826 1.803
H 0.798 2.200 1.112
C 2.382 -1.876 0.118
C -5.322 2.667 -1.290
H 4.340 -1.430 -3.949
Cl 0.381 -5.326 0.185
C 1.384 -2.849 0.237
C 2.958 -4.582 -0.309
C -2.638 -0.246 1.675
C -3.039 2.084 -1.718
Cl 3.306 -6.242 -0.578
C 4.060 0.656 -3.432
O 2.031 -0.605 0.310
O 0.159 -2.405 0.605
H 0.892 2.127 3.630
O -0.581 1.396 -0.566
H -4.619 1.847 -3.146
C 1.638 -0.252 -2.421
H 2.298 -2.058 -3.030
C -1.877 -1.034 2.718
H -2.473 -0.009 -0.376
C 1.967 1.094 -2.314
C -3.654 3.011 0.403
H 5.006 0.988 -3.833
C -4.976 3.079 -0.013
C -1.204 2.431 -0.070
H -2.212 -0.767 3.721
C 3.964 -3.621 -0.420
H 1.254 1.754 -1.840
O -0.668 3.309 0.582
C 3.716 -0.665 -3.512
H -0.675 1.943 2.850
H 1.206 -0.290 3.763
H -2.269 1.695 -2.373
N 2.535 -1.072 -3.008
Cl 5.565 -4.089 -0.838
C 0.307 1.481 2.970
H -2.070 -2.099 2.577
H 3.430 2.587 -2.733
H -2.370 -1.579 0.119
H -3.709 -0.444 1.732
Br -3.292 3.533 2.189
H -6.353 2.737 -1.611
*
```

The calculation puts the max |F| at 0.2 eV/Å. The energy is -171123.710 eV. The value obtained for the molar mass is 852.4 g/mol.

---

DFT (ωB97M-V/def2-TZVPD) results for a molecular structure, C22H22BrNO4PSSe2W.

```
! RIJCOSX wB97M-V def2-TZVPD def2/J DEFGRID3
* xyz -1 1
C -0.983 -5.184 3.271
O -0.705 -0.477 4.275
C 3.716 2.840 -3.125
H 4.550 4.465 -4.261
C -0.019 -5.526 4.210
C 1.276 4.108 -3.464
H 1.130 -2.399 4.890
H 1.494 -4.760 5.527
C 1.643 0.103 2.489
C -3.761 3.831 -2.696
H -4.729 4.205 -4.571
H -0.643 -7.583 4.328
H 1.314 0.942 3.117
O -1.742 -1.147 2.055
H -1.923 -3.594 2.154
C -1.545 2.885 -2.812
C -1.176 -3.863 2.888
C 0.747 -4.510 4.782
H 0.327 4.613 -3.594
H 2.368 5.593 -4.556
C 2.569 2.281 -2.589
W -0.555 0.050 0.360
C -0.399 -2.873 3.464
Se -0.131 0.023 -2.263
S -0.630 -1.176 3.024
H 0.577 -2.196 -0.632
H -1.596 -5.960 2.827
C 1.330 2.905 -2.762
N 0.530 -0.708 2.061
C -2.617 3.359 -2.063
H -1.172 -2.435 -0.783
O 3.318 1.182 1.148
C -1.634 2.886 -4.204
C 0.556 -3.190 4.423
H 2.624 1.364 -2.017
H -4.596 4.185 -2.104
H 2.415 -0.464 3.011
C -3.836 3.838 -4.078
H -2.557 3.333 -0.981
H -0.807 2.500 -4.790
C -2.769 3.365 -4.836
C 2.429 4.662 -4.005
C 0.212 -6.962 4.594
Br -2.992 -0.278 -0.527
H 1.087 -7.363 4.078
O 1.401 0.577 0.179
C -0.383 -2.101 -0.111
C 3.652 4.031 -3.841
H -2.830 3.360 -5.917
H 0.388 -7.060 5.665
Se -1.350 1.819 1.651
H -0.341 -2.752 0.756
C 2.222 0.684 1.212
P -0.119 2.226 -1.880
H 4.668 2.348 -2.976
*
```

The calculation puts the max |F| at 0.5 eV/Å. The energy is -255539.752 eV. The value obtained for the molar mass is 849.1 g/mol.

---

DFT (ωB97M-V/def2-TZVPD) results for a single C22H22ClN3O4 molecule in a non-equilibrium geometry.

```
! RIJCOSX wB97M-V def2-TZVPD def2/J DEFGRID3
* xyz 0 1
C 2.289 0.792 -0.048
C 1.812 -0.858 1.779
H -6.451 -2.103 -3.262
H 4.475 2.530 0.149
H 1.274 0.528 -0.364
H -2.782 -3.781 0.929
H -3.065 -0.276 1.955
H 5.488 -0.764 -4.011
C 4.835 -0.490 -3.194
H -5.878 -0.420 -3.364
H 3.528 2.251 -2.130
C -0.536 -1.841 1.941
C 4.352 -1.438 -2.304
C 3.212 0.340 -1.163
H 3.129 -1.721 -0.567
C 3.873 0.382 1.761
H 3.664 3.761 1.123
O 2.145 -1.414 2.816
H -6.167 1.115 -1.615
C -5.490 0.783 -0.846
H -7.272 -0.832 -2.324
C -4.179 1.322 1.104
H 3.993 -0.244 2.647
C 3.936 1.863 2.121
C -5.058 -0.532 -0.791
N 2.588 0.057 1.168
O -1.112 -1.632 -0.178
H 1.542 2.504 0.993
N 0.125 -1.109 -0.067
C -6.306 -1.180 -2.703
N 4.531 0.792 -3.108
Cl -5.598 3.332 0.004
C -4.166 -0.927 0.233
H -3.840 2.038 1.834
C 2.333 2.293 0.270
H -0.515 -2.066 2.985
H -3.231 -2.588 2.173
H 2.116 2.868 -0.630
O -5.427 -1.508 -1.654
C -3.743 0.004 1.164
C -2.869 -2.709 1.142
C 0.495 -1.220 1.187
C -5.044 1.697 0.101
H 4.665 0.142 1.042
H 4.610 -2.480 -2.411
C 3.741 1.192 -2.127
H 4.917 2.091 2.541
C 3.675 2.699 0.873
O -3.803 -2.243 0.204
C -1.520 -2.070 1.022
H 3.181 2.082 2.878
C 3.529 -1.012 -1.277
*
```

The calculation puts the max |F| at 1.1 eV/Å. The energy is -48352.265 eV. The value obtained for the molar mass is 427.9 g/mol. The SMILES is COc1cc(Cl)ccc1OCc1cc(C(=O)N2CCCC[C@H]2c2cccnc2)no1.

---

DFT (ωB97M-V/def2-TZVPD) results for a molecular structure, C22H22F3N6O4Pd in a non-equilibrium geometry.

```
! RIJCOSX wB97M-V def2-TZVPD def2/J DEFGRID3
* xyz -1 1
C 2.358 -1.587 -0.973
C 1.800 -3.880 -0.736
H 1.979 -1.578 -1.995
H -2.857 1.397 3.298
H 0.954 -0.926 1.975
C -2.291 -0.170 -2.286
H 1.427 -3.894 -1.761
C -1.998 1.797 3.819
O 0.370 1.935 1.054
C -0.694 1.551 1.674
F -0.138 5.794 -2.391
C 0.799 4.886 -2.680
H 1.116 3.205 5.608
C -3.547 -1.046 -4.189
H 2.563 -0.467 1.388
H -3.426 0.399 -0.507
O 1.605 2.855 -1.767
H 3.156 -0.848 -0.887
N 1.264 -1.199 -0.075
C 0.561 3.536 -1.967
H 0.393 -3.238 2.208
O 0.102 0.159 -2.623
Pd 0.351 1.161 -0.863
C 0.240 2.812 5.107
O -0.607 3.248 -1.697
H -4.480 -1.399 -4.608
N -1.690 0.856 1.195
C -0.953 2.675 5.803
H -2.403 -1.303 -5.998
H -4.377 -0.632 -2.272
H -0.606 -1.936 0.498
H -0.175 -2.204 -1.206
H 3.741 -3.871 1.014
H -1.015 2.967 6.844
C -0.804 1.937 3.118
H 2.180 -4.873 -0.484
C -2.378 -0.999 -4.957
H -3.006 2.057 5.692
N 0.689 -3.552 0.164
H 1.585 -4.492 1.808
C 3.358 -2.884 0.749
C -1.088 -0.152 -3.055
H 4.167 -2.157 0.839
N -1.446 0.501 -0.124
N 2.290 -2.525 1.690
C -1.197 -0.558 -4.410
C 0.203 -2.208 -0.182
C -2.417 0.274 -0.902
H 1.229 2.561 3.204
C 1.209 -3.504 1.534
C -2.072 2.166 5.154
C 1.767 -1.207 1.302
C -3.479 -0.619 -2.882
C 0.312 2.449 3.768
F 1.984 5.435 -2.372
H -0.290 -0.505 -4.999
N 2.898 -2.913 -0.644
F 0.783 4.713 -4.017
*
```

The calculation puts the max |F| at 1.0 eV/Å. The energy is -51936.088 eV. The value obtained for the molar mass is 597.9 g/mol.

---

DFT (ωB97M-V/def2-TZVPD) results for a molecular structure, C22H22F6N15O8S3Se2Sr in a non-equilibrium geometry.

```
! RIJCOSX wB97M-V def2-TZVPD def2/J DEFGRID3
* xyz -1 1
C -0.496 -1.560 3.566
H 2.509 1.842 1.340
O 2.308 -2.139 -0.310
H 5.923 1.337 -2.081
Se -0.434 -1.707 -1.241
F -0.318 -0.395 4.145
F 2.544 -4.542 0.743
N -0.129 2.601 1.335
C 2.599 -4.435 -4.772
C 5.373 -0.274 -0.749
C 1.929 1.647 -2.620
C -4.553 0.187 -0.005
F 0.794 -4.366 1.970
C -1.189 3.394 1.481
C -4.421 -1.188 0.054
O 3.277 -1.584 1.854
C 2.021 -3.229 -4.421
H 1.106 1.678 -3.319
C -2.267 -0.952 -0.893
C -3.281 -1.784 -0.461
H 4.212 2.258 0.998
H 9.243 -2.427 -0.516
C 3.233 1.264 -2.792
H 2.862 3.416 0.770
O 4.882 0.056 -3.794
N -1.391 3.735 2.748
H -5.427 0.690 0.384
F -1.583 -2.150 4.075
C 2.947 1.958 -0.738
H 4.730 -0.450 0.114
H 2.526 -6.562 -4.441
Sr -0.228 0.485 -0.055
H 5.573 1.850 -0.433
N -1.928 3.933 0.438
N -0.396 3.113 3.416
S -0.695 -1.426 1.718
C 8.503 -2.842 0.168
C 2.099 -5.598 -4.198
H -2.599 4.639 0.681
O 7.220 -0.147 1.115
C 3.184 2.379 0.670
H 6.856 -2.700 -1.254
C 5.273 1.174 -1.229
H -5.188 -1.802 0.509
N -0.910 2.743 -1.376
N -1.087 2.776 -2.714
C 7.104 -2.394 -0.237
H -3.601 1.987 -0.765
H 0.645 -6.394 -2.820
N 3.800 0.621 -3.922
H 3.428 -4.460 -5.466
H 6.340 -2.732 0.464
N 1.768 2.043 -1.335
N -2.400 0.377 -1.046
S 2.128 -2.013 1.116
N 1.035 -3.136 -3.526
O -1.107 -2.783 1.498
N 3.891 1.467 -1.584
C -3.538 0.917 -0.594
N 0.929 -0.930 1.446
C 0.601 -4.240 -2.971
H 5.147 -0.951 -1.572
F 0.551 -2.354 3.829
C -1.783 3.620 -0.910
F 2.728 -3.955 2.792
N -2.503 4.190 -1.873
C 1.060 -5.513 -3.291
H 8.570 -3.928 0.146
H -3.136 -2.853 -0.403
O 7.937 -0.130 -1.257
S 7.037 -0.618 -0.236
N 0.345 2.444 2.599
H 8.738 -2.489 1.171
Se -0.643 -4.102 -1.440
O 3.157 0.635 -4.955
N -2.022 3.626 -3.002
H 2.360 -2.291 -4.849
C 1.965 -3.842 1.716
O -1.586 -0.232 1.638
*
```

The calculation puts the max |F| at 9.5 eV/Å. The energy is -242237.125 eV. The value obtained for the molar mass is 1080.2 g/mol.